No. 1
The following is a quantum chemistry calculation of a gas-phase ion, C7H8NO3 (charge +1) at a distorted geometry, from the OMol25 dataset.

Results
DFT total energy = -551.69797 a.u.
frontier orbital gap = 8.45 eV
E_HOMO = -12.8261 eV
net charge = +1
ΔE to the lowest compared entry with this formula, charge and spin = 239.4 kJ/mol

Structure (XYZ):
```
19
Properties=species:S:1:pos:R:3:lowdin_charge:R:1
N -2.11 -0.02 -0.12 0.258
C -1.15 -0.33 0.99 -0.110
C -1.81 -0.75 2.19 -0.233
O -1.18 -1.20 3.10 0.066
C 0.26 -0.32 0.81 -0.182
O 1.05 -0.73 1.74 0.149
C 0.92 0.09 -0.41 -0.167
C 2.27 0.15 -0.69 0.063
C 2.39 0.75 -1.97 -0.015
C 1.14 1.07 -2.37 -0.079
O 0.22 0.67 -1.47 0.002
H -1.52 0.12 -0.89 0.100
H -2.53 0.86 0.22 0.197
H -2.86 -0.68 -0.26 0.177
H -2.90 -0.79 2.35 0.141
H 0.70 -1.15 2.62 0.193
H 2.91 -0.29 -0.01 0.113
H 3.38 0.97 -2.47 0.150
H 0.81 1.57 -3.35 0.176
```


No. 2
The following is a quantum chemistry calculation of a gas-phase ion, C7H8NO5S (charge -1) at a distorted geometry, from the OMol25 dataset.

Results
DFT total energy = -1100.74302 a.u.
frontier orbital gap = 6.72 eV
E_HOMO = -3.6624 eV
net charge = -1
ΔE to the lowest compared entry with this formula, charge and spin = 34.2 kJ/mol

Structure (XYZ):
```
22
Properties=species:S:1:pos:R:3:lowdin_charge:R:1
O -1.56 -1.64 1.37 0.022
C -1.83 -0.48 1.07 -0.640
O -2.76 0.24 1.50 -0.057
C -0.89 0.22 0.01 -0.477
S -1.61 1.83 -0.36 0.860
C -0.91 -0.72 -1.57 -0.160
O -2.00 -0.34 -2.33 -0.117
N 0.51 0.18 0.38 0.030
C 1.25 -1.00 0.34 -0.369
O 0.71 -2.23 0.26 0.025
C 2.58 -0.70 0.43 -0.054
C 2.69 0.71 0.53 -0.060
C 1.42 1.22 0.50 -0.362
O 1.08 2.53 0.65 0.005
H -2.53 1.45 0.65 -0.056
H 0.05 -0.45 -2.02 0.113
H -0.99 -1.77 -1.33 0.098
H -2.12 0.62 -2.21 0.004
H -0.19 -2.18 0.69 0.054
H 3.38 -1.41 0.42 0.090
H 3.58 1.29 0.63 0.088
H 0.14 2.62 0.39 -0.035
```


No. 3
The following is a quantum chemistry calculation of C7H8NOP in the gas phase at a distorted geometry, from the OMol25 dataset.

Results
DFT total energy = -742.73379 a.u.
frontier orbital gap (spin up / spin down) = 7.00 / 8.11 eV
E_HOMO (spin up / spin down) = -8.2153 / -8.4294 eV
net charge = 0
ΔE to the lowest compared entry with this formula, charge and spin = 345.8 kJ/mol

Structure (XYZ):
```
18
Properties=species:S:1:pos:R:3:lowdin_charge:R:1
C -1.68 -1.45 1.27 -0.107
C -0.60 -2.25 1.07 -0.128
C -1.65 -0.10 0.95 -0.038
C 0.56 -1.78 0.56 0.028
C -0.46 0.26 0.45 0.035
C 0.64 -0.35 0.23 -0.438
C 0.89 1.48 -2.20 -0.282
N 0.62 2.54 0.18 -0.176
O 1.75 0.15 -0.20 -0.237
P 1.74 1.83 -0.63 0.734
H -2.63 -1.95 1.55 0.119
H -0.74 -3.32 1.34 0.123
H -2.41 0.54 1.12 0.075
H 1.44 -2.38 0.78 0.120
H 1.13 0.50 -2.77 0.075
H 0.82 2.29 -3.05 0.074
H -0.12 1.32 -1.87 -0.002
H 0.68 2.66 1.21 0.025
```


No. 4
The following is a quantum chemistry calculation of C7H8O in the gas phase at a distorted geometry, from the OMol25 dataset.

Results
DFT total energy = -346.67025 a.u.
frontier orbital gap = 8.31 eV
E_HOMO = -7.3641 eV
net charge = 0
ΔE to the lowest compared entry with this formula, charge and spin = 276.4 kJ/mol

Structure (XYZ):
```
16
Properties=species:S:1:pos:R:3:lowdin_charge:R:1
C 1.48 1.24 0.11 -0.071
C 0.88 0.01 0.19 -0.136
C 0.49 -1.03 1.30 -0.113
C -0.84 -1.61 0.78 -0.188
C -1.22 -0.64 -0.30 -0.082
C -0.23 0.18 -0.77 -0.190
C -0.10 1.39 -1.57 -0.066
O 1.11 2.04 -0.97 -0.081
H 2.25 1.71 0.59 0.095
H 0.36 -0.34 2.16 0.120
H 1.37 -1.64 1.47 0.104
H -0.80 -2.66 0.35 0.125
H -1.74 -1.35 1.48 0.137
H -2.26 -0.65 -0.71 0.113
H 0.17 1.31 -2.60 0.118
H -0.91 2.05 -1.50 0.115
```